No. 1
10
Properties=species:S:1:pos:R:3:forces:R:3 method="wB97M-V/def2-TZVPD" homo_ev=-9.865 lumo_energy_ev=0.3 de_lowest_kcal_mol=43.2 gap_ha=0.37468
S 2.281746 0.804260 -0.386783 -1.1 0.8 0.2
N 0.849179 -1.530439 0.150423 -0.7 -1.8 0.7
N 4.712260 -0.449486 0.276638 2.2 -1.1 0.5
C 0.715312 -0.323582 0.156850 3.8 -0.1 -1.3
C -0.461647 0.450550 0.291767 -2.2 1.0 0.1
C 3.726770 0.050115 0.018818 -2.5 0.5 -0.3
H 1.764420 -1.917331 0.042912 0.6 -0.2 -0.2
H -0.277124 1.438424 -0.132392 -0.2 0.3 0.8
H -0.720532 0.394343 1.405436 -0.2 0.6 -1.7
H -1.229202 0.030715 -0.420948 0.4 0.1 1.3



No. 2
10
Properties=species:S:1:pos:R:3:forces:R:3 method="wB97M-V/def2-TZVPD" homo_ev=-9.445 lumo_energy_ev=-1.0 de_lowest_kcal_mol=50.4 gap_ha=0.31134
S -1.174933 -1.704342 1.660586 -0.3 0.5 -1.1
N 0.557737 1.202681 0.403302 0.0 0.1 0.6
N 0.450668 -0.494763 -2.494245 -0.1 -0.2 -1.5
C 0.539832 -0.366236 -1.369200 0.8 0.1 1.0
C -0.875048 -0.707386 0.416353 -0.2 1.0 1.0
C 0.526034 -0.196318 0.086155 -0.4 -0.6 -1.5
H -1.582363 0.021667 -0.160588 0.5 -1.9 1.0
H 0.068435 1.224473 1.305551 0.1 1.0 -0.5
H 1.405411 -0.643133 0.512408 -0.1 -0.9 0.5
H 0.084228 1.663357 -0.360322 -0.4 0.8 0.5



No. 3
10
Properties=species:S:1:pos:R:3:forces:R:3 method="wB97M-V/def2-TZVPD" homo_ev=-8.620 lumo_energy_ev=-0.3 de_lowest_kcal_mol=66.9 gap_ha=0.30603
S -0.880630 -1.500748 0.092751 3.0 0.6 -0.4
N -0.687827 1.209970 0.018538 -2.6 1.7 -0.9
N 2.245241 -0.769705 0.039598 -0.2 2.4 0.0
C 0.507236 0.986764 -0.031252 3.6 0.3 0.2
C 1.123814 -0.291779 0.053701 -2.3 -4.2 -0.3
C -1.611458 0.125034 -0.000313 -1.1 -1.0 -0.8
H -2.097459 0.132572 0.960990 -1.1 0.7 0.0
H 2.360437 -1.731366 -0.059242 0.2 -1.9 0.1
H 1.355899 1.668008 -0.140631 -0.7 1.0 0.2
H -2.315255 0.171252 -0.934140 1.2 0.4 2.0



No. 4
10
Properties=species:S:1:pos:R:3:forces:R:3 method="wB97M-V/def2-TZVPD" homo_ev=-9.306 lumo_energy_ev=0.1 de_lowest_kcal_mol=51.0 gap_ha=0.34512
S 1.694047 -0.425423 0.700638 0.0 -0.3 -0.1
N 1.069871 1.354942 -1.385930 -2.1 -0.1 -1.1
N -1.603331 0.142966 -0.776074 -0.1 -0.7 0.7
C 0.771683 0.426177 -0.636167 1.9 0.6 0.6
C -0.533337 -0.142381 -0.174221 -0.3 2.0 -1.5
C -0.033143 -0.800161 1.059329 -2.4 -0.8 2.9
H -0.398807 -1.869700 1.013294 0.9 0.9 0.5
H -0.460751 -0.282300 2.084565 1.1 -1.3 -2.6
H 1.914434 1.828994 -1.593883 1.1 -0.2 0.5
H -2.420665 -0.233113 -0.291551 -0.1 0.0 0.0



No. 5
10
Properties=species:S:1:pos:R:3:forces:R:3 method="wB97M-V/def2-TZVPD" homo_ev=-9.059 lumo_energy_ev=0.8 de_lowest_kcal_mol=46.1 gap_ha=0.36115
S -1.951577 0.046547 0.075963 -0.1 0.9 0.2
N 0.382768 -1.314466 -0.073021 1.3 1.0 0.6
N 0.530537 1.208914 -0.052646 0.6 0.7 0.2
C 1.133887 -0.079876 0.122458 0.6 0.5 -1.3
C -0.877271 -1.329499 -0.052585 1.2 -0.2 -0.4
C -0.675770 1.440118 -0.056300 -0.3 -4.6 0.2
H -1.082166 2.345809 -0.244051 -1.4 2.9 -0.4
H -1.215356 -2.351205 -0.208523 -1.2 0.3 0.1
H 2.026878 0.024188 -0.509787 -0.5 -0.9 -0.9
H 1.728066 0.009474 0.998488 -0.3 -0.6 1.8



No. 6
11
Properties=species:S:1:pos:R:3:forces:R:3 method="wB97M-V/def2-TZVPD" homo_ev=-8.773 lumo_energy_ev=0.1 de_lowest_kcal_mol=32.0 gap_ha=0.32788
S 1.992926 1.390411 -0.295368 0.3 0.3 -0.9
S -0.589002 -0.039762 -2.444236 0.7 0.6 -0.6
N -0.290806 -0.054835 -0.779938 0.7 0.1 1.0
N -0.793102 -0.940832 1.265554 0.7 1.0 -0.2
C 0.706087 0.471014 0.014791 -0.7 0.1 0.3
C 0.313658 0.042064 1.410745 -0.2 -0.6 -0.4
C -1.044255 -0.891477 0.023018 -0.9 -1.0 0.7
H 1.190545 -0.385753 1.874541 0.1 -0.3 0.3
H 0.272867 0.990296 -2.629864 -0.2 -0.2 -0.1
H 0.045589 0.926576 1.989993 -0.3 -0.1 0.1
H -1.804507 -1.507701 -0.429236 -0.2 0.0 -0.2



No. 7
11
Properties=species:S:1:pos:R:3:forces:R:3 method="wB97M-V/def2-TZVPD" homo_ev=-8.585 lumo_energy_ev=0.7 de_lowest_kcal_mol=37.0 gap_ha=0.34020
S 2.513748 -0.926881 -0.168479 0.0 0.3 -0.6
S -2.758519 -0.841457 -0.109672 0.6 -0.3 0.2
N 0.966389 -0.216603 -0.116094 1.8 0.6 -0.3
N -0.091746 -1.002215 -0.111564 -1.0 -0.4 0.7
C -0.711132 1.203054 -0.067115 -0.7 -0.3 0.2
C -1.101818 -0.174947 -0.006607 -1.5 -0.1 -0.9
C 0.639896 1.109706 -0.146702 1.1 0.3 0.2
H -2.335515 -2.145078 -0.166162 -0.2 0.8 0.1
H -1.326139 2.112359 -0.037517 0.4 -0.7 -0.1
H 1.425110 1.862099 -0.205766 -0.3 -0.3 0.1
H 2.779722 -0.980034 1.135673 -0.2 0.1 0.4



No. 8
11
Properties=species:S:1:pos:R:3:forces:R:3 method="wB97M-V/def2-TZVPD" homo_ev=-9.280 lumo_energy_ev=-1.5 de_lowest_kcal_mol=39.6 gap_ha=0.28439
S 0.425240 1.544979 -2.176693 0.0 -0.3 -0.1
S -0.951724 -2.261949 -1.298539 -0.3 -0.2 0.3
N -0.037598 0.670263 0.243104 0.0 0.7 -0.1
N -0.089358 0.280353 2.566096 -0.5 0.4 -0.5
C 0.123601 0.368441 -1.084989 -0.2 -0.7 0.9
C 0.095891 -1.096628 -1.557213 0.9 1.8 -0.6
C -0.275317 -0.114903 1.375703 0.7 -1.0 0.0
H 0.909323 -1.156193 -2.302942 -0.4 -0.4 0.3
H -0.517477 -1.164064 1.161271 -0.1 0.5 0.2
H 0.166270 1.646067 0.491625 -0.2 -0.5 -0.5
H 0.151150 1.283635 2.582577 0.0 -0.4 0.1



No. 9
12
Properties=species:S:1:pos:R:3:forces:R:3 method="wB97M-V/def2-TZVPD" homo_ev=-8.449 lumo_energy_ev=-0.1 de_lowest_kcal_mol=0.0 gap_ha=0.30582
S -1.486862 -2.601922 -1.101158 -0.1 0.0 0.6
S 1.747776 0.008723 0.033465 0.1 0.0 0.0
S -1.491536 2.709742 0.576609 0.0 0.0 0.0
N -0.878210 0.208653 -0.103984 0.0 -0.1 -0.1
N -0.009955 -1.882934 -0.649608 -0.2 0.2 0.0
C 0.125696 -0.587551 -0.274801 -0.2 -0.2 0.1
C 1.021636 1.602703 0.458333 0.1 0.5 0.1
C -0.491482 1.462231 0.290179 0.1 0.0 0.1
H 0.816320 -2.454522 -0.656809 0.0 -0.1 0.0
H 1.272566 1.916632 1.476665 -0.1 -0.3 -0.1
H -2.020727 -2.770222 0.153006 0.3 0.1 -0.6
H 1.394778 2.388467 -0.201897 0.0 -0.2 0.0



No. 10
12
Properties=species:S:1:pos:R:3:forces:R:3 method="wB97M-V/def2-TZVPD" homo_ev=-8.800 lumo_energy_ev=-0.7 de_lowest_kcal_mol=49.3 gap_ha=0.29690
S 2.120272 -2.326722 -0.698585 -0.7 0.4 0.1
S 0.133444 0.914080 0.078476 0.0 0.1 -0.3
S -1.471677 -1.557655 0.767116 1.0 0.6 0.1
N -1.385358 1.224197 -0.607325 -0.1 0.0 0.4
N 2.100180 -1.771197 0.899915 0.2 -0.4 -0.8
C -0.104627 -0.642229 0.776778 -1.1 -0.8 -0.2
C -1.520250 2.353620 -1.159605 0.0 -0.9 0.4
C 1.155964 -1.114888 1.413776 0.1 0.2 0.9
H -0.741616 3.038709 -1.290484 1.4 1.2 -0.1
H 0.876652 -1.920691 -1.150484 0.7 -0.3 0.2
H 1.298718 -0.882579 2.475528 -0.3 0.1 -0.2
H -2.461702 2.685355 -1.505107 -1.1 -0.1 -0.5



No. 11
10
Properties=species:S:1:pos:R:3:forces:R:3 method="wB97M-V/def2-TZVPD" homo_ev="-17.401 / -16.816" total_charge=+1 lumo_energy_ev="-9.6 / -9.4" de_lowest_kcal_mol=85.3 gap_ha="0.28660 / 0.27186"
N 1.069420 -2.115619 0.355325 0.9 0.5 -1.2
N 0.616161 -2.809531 1.266345 0.5 -0.8 -1.0
N -0.038159 -2.192134 2.199624 -1.6 1.1 2.4
C 0.325055 0.126568 -0.511367 -1.3 -0.3 -1.0
C 0.311011 -0.956029 0.425376 -0.7 0.0 -0.9
C -0.487048 -1.087278 1.669258 0.0 -1.7 0.6
H -0.364728 0.885199 -0.099444 0.7 0.1 -0.4
H -0.015900 -0.047595 -1.630227 0.6 -0.2 2.0
H -1.245450 -0.509810 2.175888 0.2 0.5 -0.2
H 1.380745 0.338092 -0.576615 0.6 0.8 -0.4



No. 12
10
Properties=species:S:1:pos:R:3:forces:R:3 method="wB97M-V/def2-TZVPD" homo_ev="-16.405 / -16.406" total_charge=+1 lumo_energy_ev="-8.1 / -8.1" de_lowest_kcal_mol=83.8 gap_ha="0.30428 / 0.30433"
N -0.265298 -0.060151 0.559164 0.1 -1.1 0.4
N -0.523639 1.145360 -1.325770 0.3 -3.7 0.3
N -0.456049 -1.322064 -1.425145 0.1 0.2 -1.6
C -0.257815 1.093790 -0.112678 -0.1 1.8 -1.1
C -0.002389 -1.157410 -0.350425 -0.6 -0.5 1.4
C 0.608309 -1.034390 1.043831 0.2 -1.0 1.3
H 0.028056 -1.680587 1.719411 0.8 0.0 -0.1
H -0.660025 2.011290 -1.702344 -0.5 2.9 -1.5
H 1.709060 -0.995567 1.182327 -0.7 0.3 -0.5
H -0.180208 1.999729 0.411628 0.3 1.0 1.4